An isolated ion of composition C2H3ClO6S2 and charge -2 in a non-equilibrium geometry, computed with ωB97M-V/def2-TZVPD.

* HOMO: -0.06213 Ha
* SMILES: O=S(=O)([O-])C(CCl)S(=O)(=O)[O-]
* relative energy (zero: lowest compared OMol25 entry of this formula, charge and spin): 0.0 kJ/mol
* net charge: -2

Cartesian coordinates (Å):
O1 -0.13 -0.20 -2.55
H1 0.08 -1.43 0.19
O2 -1.68 -0.73 1.86
O3 0.56 -0.69 2.57
S1 -1.04 0.13 -1.40
O4 -1.37 1.57 -1.18
C1 0.00 -0.41 0.00
O5 -0.44 1.41 1.95
H2 2.10 -0.34 0.35
H3 1.76 -0.39 -1.30
O6 -2.21 -0.73 -1.46
Cl1 1.47 1.80 -0.38
S2 -0.45 -0.03 1.72
C2 1.36 0.05 -0.37

---

A 2-piece molecular cluster, C2H3ClS2 overall in a non-equilibrium geometry, computed with ωB97M-V/def2-TZVPD.

* multiplicity: 3
* HOMO (spin up / spin down): -0.27451 / -0.35174 Ha
* relative energy (zero: lowest compared OMol25 entry of this formula, charge and spin): 11.4 kJ/mol
* expectation value of S²: 2.01

Cartesian coordinates (Å):
Cl1 1.16 -1.38 -2.50
S1 -1.69 -1.13 -0.07
C1 -0.17 -0.19 0.16
C2 -1.26 -2.20 -1.18
H1 -0.10 0.57 -0.62
H2 0.79 -0.78 0.24
H3 -0.29 0.29 1.17
S2 -1.53 -3.60 -1.82

---

A 2-piece molecular cluster, C2H3ClSi overall in a non-equilibrium geometry, computed with ωB97M-V/def2-TZVPD.

* multiplicity: 3
* HOMO (spin up / spin down): -0.19283 / -0.37486 Ha
* relative energy (zero: lowest compared OMol25 entry of this formula, charge and spin): 301.5 kJ/mol
* expectation value of S²: 2.01

Cartesian coordinates (Å):
Cl1 2.65 -0.12 0.03
C1 0.94 0.06 0.05
H1 0.20 2.43 0.09
C2 0.02 1.01 -0.14
H2 -1.30 -1.65 1.16
H3 -1.71 -1.04 -1.21
Si1 -0.80 -0.69 0.01

---

C2H3CuLiO2 as an isolated structure in a non-equilibrium geometry, computed with ωB97M-V/def2-TZVPD.

* HOMO: -0.40758 Ha
* relative energy (zero: lowest compared OMol25 entry of this formula, charge and spin): 414.9 kJ/mol
* net charge: +1

Cartesian coordinates (Å):
C1 -1.68 0.25 -0.33
O1 0.57 -0.50 0.10
H1 -0.08 0.37 -1.71
Li1 0.79 -2.14 0.79
H2 -0.68 -1.26 -1.40
C2 -0.39 -0.31 -0.89
Cu1 2.09 0.86 0.04
O2 -1.55 1.00 0.69
H3 -0.77 0.30 1.04

---

C2H3ErFO3 as an isolated structure in a non-equilibrium geometry, computed with ωB97M-V/def2-TZVPD.

* multiplicity: 4
* HOMO (spin up / spin down): -0.90303 / -0.90244 Ha
* net charge: +3
* expectation value of S²: 3.75

Cartesian coordinates (Å):
H1 1.24 -0.79 2.42
O1 0.06 0.62 1.56
F1 0.69 -2.36 0.25
C1 0.73 -0.39 1.53
H2 2.14 -1.05 0.05
Er1 -1.32 1.42 -0.07
O2 0.95 -0.49 -1.70
O3 -0.06 -0.42 -0.75
H3 1.14 0.22 -2.33
C2 1.05 -1.06 0.18

---

C2H3EuO2 as an isolated structure in a non-equilibrium geometry, computed with ωB97M-V/def2-TZVPD.

* multiplicity: 8
* HOMO (spin up / spin down): -0.47126 / -0.47569 Ha
* relative energy (zero: lowest compared OMol25 entry of this formula, charge and spin): 0.0 kJ/mol
* net charge: +1
* expectation value of S²: 15.76

Cartesian coordinates (Å):
C1 1.12 -3.02 -0.31
H1 0.14 1.36 1.57
H2 -1.62 1.48 1.15
H3 -0.66 -0.02 0.87
O1 -0.32 1.60 -0.45
Eu1 0.29 1.10 -2.52
C2 -0.64 1.10 0.80
O2 1.68 -3.60 -1.11

---

Repeat the fourth record exactly.
C2H3CuLiO2 as an isolated structure in a non-equilibrium geometry, computed with ωB97M-V/def2-TZVPD.

* HOMO: -0.40758 Ha
* relative energy (zero: lowest compared OMol25 entry of this formula, charge and spin): 414.9 kJ/mol
* net charge: +1

Cartesian coordinates (Å):
C1 -1.68 0.25 -0.33
O1 0.57 -0.50 0.10
H1 -0.08 0.37 -1.71
Li1 0.79 -2.14 0.79
H2 -0.68 -1.26 -1.40
C2 -0.39 -0.31 -0.89
Cu1 2.09 0.86 0.04
O2 -1.55 1.00 0.69
H3 -0.77 0.30 1.04